No. 1
Formula: C5H27NO11
Source: the Open Molecules 2025 dataset
Level of theory: wB97M-V/def2-TZVPD

As for the energy above the lowest of the compared OMol25 structures with the same formula, charge and spin: 401.5 kJ/mol. As for the largest force on an atom: 0.153 hartree/bohr. As for the charge: 0. The multiplicity is 1.

Element x y z (Å)
H -0.188 1.178 4.633
H 1.257 0.832 -4.012
H -0.774 -2.695 0.780
H -0.870 4.296 3.264
H 0.274 -3.729 1.760
H 1.161 -3.876 -1.679
H 0.114 0.346 0.812
H 0.407 -0.969 -2.911
H -1.571 -1.652 0.020
H -2.349 -0.174 1.604
O 1.433 1.539 -4.602
C 2.612 1.054 -1.058
C -1.830 1.077 0.313
O -1.070 -2.381 -0.161
H 0.838 2.808 0.167
O -1.248 3.566 3.795
H -1.578 0.072 3.657
H 0.634 1.325 -5.132
H 2.505 -2.161 -0.208
O -2.667 1.975 -0.388
H 4.268 0.322 -2.089
O -0.110 0.389 4.263
O 1.703 -1.956 0.017
H 0.871 -2.364 1.664
H -2.123 3.510 3.504
H 1.597 -1.060 -0.241
H 3.225 1.712 -0.477
H 0.043 -2.834 -1.562
C 0.325 2.109 -0.441
O 0.068 -2.803 2.041
O 0.639 -3.315 -2.204
H 2.750 -0.481 -2.450
C 1.256 1.152 -1.267
C -0.488 1.125 0.312
N 3.243 -0.064 -1.699
H 1.074 -1.844 -3.978
H 0.572 0.433 3.554
H -3.609 1.645 -0.387
H -2.132 -1.338 3.114
O 1.073 -1.007 -3.545
H 0.675 0.441 -1.726
O -2.337 -0.397 3.244
O -2.582 0.007 0.580
H -0.227 2.667 -1.273

Partial atomic charges computed with the Mulliken method, in multiples of e: 0.280, 0.369, 0.407, 0.310, 0.335, 0.238, 0.023, 0.240, 0.268, 0.503, -0.615, -0.361, 0.274, -0.749, 0.459, -0.601, 0.457, 0.316, 0.227, -0.572, 0.260, -0.662, -0.508, 0.379, 0.299, 0.329, 0.421, 0.411, -1.005, -0.684, -0.603, 0.299, -0.542, 0.363, -0.483, 0.293, 0.328, 0.355, 0.325, -0.679, 0.552, -0.756, -0.718, 0.216

---

No. 2
Formula: C5H27NO7
Source: the Open Molecules 2025 dataset
Level of theory: wB97M-V/def2-TZVPD

As for the energy above the lowest of the compared OMol25 structures with the same formula, charge and spin: 439.3 kJ/mol. As for the largest force on an atom: 0.078 hartree/bohr. As for the charge: 0. The multiplicity is 1.

Element x y z (Å)
H 2.108 0.738 -1.964
H 1.015 -2.551 -2.915
O -3.735 1.767 -0.331
H -1.845 -0.260 -0.826
C 3.107 -0.589 1.339
H 2.700 0.835 -3.354
H -1.186 1.172 -0.317
H -0.047 1.675 2.839
O -0.576 2.747 -1.622
H -4.404 2.042 -0.988
O -3.952 -0.422 1.454
H -2.461 -1.807 1.159
H 1.227 -0.572 -0.356
H 0.440 2.641 1.608
H 2.494 1.001 0.065
H -0.953 -2.199 0.886
C -0.023 1.640 1.715
O -1.869 -2.570 1.232
O 1.906 0.680 -2.861
C -0.814 0.206 -0.797
H 2.386 -1.454 1.266
H -3.795 0.307 0.902
H 0.275 2.659 -2.168
H -0.468 3.594 -1.109
H 0.529 -4.018 1.037
H -1.020 1.612 1.222
H -4.464 -1.040 0.960
N 0.738 0.492 1.293
H 3.424 -0.673 2.401
H -0.410 0.445 -1.791
H 3.902 -0.806 0.606
O 1.441 -3.950 0.636
H 0.482 -1.223 -3.081
H -0.327 -1.267 0.593
C 0.226 -0.375 0.147
H -3.126 2.478 -0.432
H 1.830 -3.121 0.927
C 2.213 0.733 1.140
O 0.462 -1.914 -2.436
H 2.570 1.345 1.921

Partial atomic charges computed with the Mulliken method, in multiples of e: 0.317, 0.266, -0.621, 0.216, -0.242, 0.257, -0.127, 0.334, -0.594, 0.285, -0.657, 0.334, 0.706, 0.274, -0.067, -0.195, -0.893, -0.733, -0.582, -0.758, -0.249, 0.355, 0.292, 0.307, 0.306, 0.383, 0.324, 0.120, 0.329, 0.239, 0.314, -0.680, 0.272, -0.950, 1.011, 0.285, 0.206, -0.469, -0.551, 0.637

---

No. 3
Formula: C5H27NO8S2
Source: the Open Molecules 2025 dataset
Level of theory: wB97M-V/def2-TZVPD

As for the energy above the lowest of the compared OMol25 structures with the same formula, charge and spin: 504.7 kJ/mol. As for the largest force on an atom: 0.335 hartree/bohr. As for the charge: -2. The multiplicity is 1.

Element x y z (Å)
H -0.236 -0.473 1.034
H 0.100 -2.032 -1.605
O -1.664 0.713 -3.488
H -0.821 -1.761 3.286
O 2.113 -1.982 -0.512
C 0.970 0.634 -1.097
H 2.765 -1.658 1.786
H -1.102 1.848 3.439
C -1.706 1.074 1.608
H -1.636 -2.467 2.375
H 0.564 -0.327 -1.458
O -1.784 -1.615 -1.834
N 0.076 1.381 -0.185
H 0.570 1.932 0.515
S 2.155 0.300 -3.509
H -1.832 -0.685 -2.129
H 2.198 -1.863 -1.480
S -2.541 -0.137 4.037
O -2.441 2.174 -1.319
H -2.796 1.613 -0.630
H 2.193 2.213 -1.987
H -1.811 2.152 1.429
H 0.544 -2.952 -0.459
H 1.904 1.150 2.891
O 2.361 1.540 2.135
H 1.879 0.270 -0.607
H 1.212 -2.325 -0.408
H 0.641 1.975 -2.815
H -0.701 0.845 -3.524
H -1.337 -0.120 -0.161
C 1.409 1.492 -2.216
H -2.025 1.299 -2.770
O -0.745 -2.576 2.740
H -0.323 0.311 3.059
H -1.669 -2.150 -2.629
C -0.730 0.411 0.596
H 2.632 0.753 1.601
H 3.041 -1.080 0.579
H -1.507 2.245 -1.043
O 0.765 -2.712 -1.372
O 3.326 -0.911 1.531
C -1.288 0.817 3.119
H -2.723 0.685 1.477

Partial atomic charges computed with the Mulliken method, in multiples of e: 0.256, 0.352, -0.808, 0.205, -0.885, 1.376, 0.331, 0.279, -0.850, 0.350, -0.722, -0.711, -0.103, 0.364, -0.650, 0.390, 0.328, -0.578, -0.824, 0.343, 0.379, 0.398, 0.559, 0.275, -0.715, -0.323, 0.064, 0.325, 0.297, -0.225, -1.303, 0.463, -0.686, 0.199, 0.327, 0.138, 0.411, 0.466, 0.481, -0.623, -0.798, -0.949, 0.400

---

No. 4
Formula: C5H27NO9
Source: the Open Molecules 2025 dataset
Level of theory: wB97M-V/def2-TZVPD

As for the energy above the lowest of the compared OMol25 structures with the same formula, charge and spin: 552.2 kJ/mol. As for the largest force on an atom: 0.182 hartree/bohr. As for the charge: 0. The multiplicity is 1.

Element x y z (Å)
C -2.589 -0.187 -0.573
H 1.259 1.092 -3.822
O -2.032 3.142 -0.189
N -1.184 0.046 -0.740
O 2.287 1.636 -2.678
O -0.938 -3.117 -1.395
H 1.159 0.533 -1.305
H -0.499 2.842 2.861
H -2.638 2.409 0.026
H -0.447 -1.623 0.346
H -0.369 -3.993 0.942
C 2.315 -2.016 0.631
H -2.053 -1.483 2.278
H 0.931 0.204 4.304
H -0.285 0.622 3.516
C 2.314 -1.066 -0.332
H -0.483 -2.303 -1.666
O -0.082 -3.579 1.768
H -3.303 0.658 -0.702
H 0.321 4.453 -0.630
H -0.318 -3.742 -1.643
H -0.414 1.764 1.705
H -0.610 -2.027 2.040
C 1.111 -0.407 -0.635
C -0.206 -0.783 -0.300
H 2.375 1.211 -1.787
H -1.481 3.156 0.556
H 2.993 -2.913 0.489
H 2.130 2.533 -2.489
H 1.800 4.310 -0.043
O 1.287 4.281 -0.921
H -3.005 -0.974 -1.307
O -0.412 2.660 1.905
O 0.271 0.858 4.282
H -0.996 0.663 -1.482
H 0.421 -0.215 -4.222
H -2.791 -0.733 0.394
O 0.559 0.764 -4.217
O -1.176 -1.152 2.328
H 1.465 -2.338 1.227
H 3.250 -0.968 -1.003
H 0.060 -4.215 2.480

Partial atomic charges computed with the Mulliken method, in multiples of e: -1.020, 0.392, -0.634, 0.153, -0.703, -0.601, -0.403, 0.310, 0.235, 0.940, 0.254, -1.058, 0.225, 0.305, 0.294, 0.409, 0.376, -0.530, 0.397, 0.322, 0.298, 0.302, 0.481, 0.670, -1.878, 0.396, 0.436, 0.178, 0.303, 0.323, -0.641, 0.305, -0.684, -0.647, 0.296, 0.287, 0.191, -0.633, -0.591, 0.440, 0.261, 0.248

---

No. 5
Formula: C5H28NO11
Source: the Open Molecules 2025 dataset
Level of theory: wB97M-V/def2-TZVPD

As for the energy above the lowest of the compared OMol25 structures with the same formula, charge and spin: 0.0 kJ/mol. Its expectation value of S² is 0.76. As for the largest force on an atom: 0.028 hartree/bohr. As for the charge: 0. The multiplicity is 2.

Element x y z (Å)
H -2.075 -1.147 2.265
C -1.346 -1.118 -0.414
H 3.562 -1.062 0.458
H 0.398 0.857 2.517
H 0.227 3.877 0.486
O -0.430 3.923 -0.218
H 0.337 -3.466 -0.452
H 1.984 2.648 -1.272
H 0.105 0.363 -2.336
C 2.955 1.143 -0.480
O -3.360 2.123 -0.279
H -2.910 1.378 -0.682
H 2.179 -1.996 -1.913
O 1.652 -1.531 -2.567
H -2.750 -2.545 2.225
C -0.232 -0.642 0.479
H -3.833 1.845 0.511
N 0.764 0.071 -0.182
H -2.755 0.255 2.994
H -1.763 1.141 2.234
C 2.752 -0.734 1.111
H 3.106 0.610 -1.421
H -1.022 -1.986 -0.974
H 3.828 1.121 0.178
H 1.687 1.163 1.249
O 2.810 2.519 -0.788
O -0.213 -0.844 1.697
O -1.279 -1.282 -3.549
O -2.932 -1.606 2.335
H -2.266 -1.122 0.164
O 0.419 1.357 3.338
O -2.701 1.016 2.412
H 1.389 -0.673 -2.219
H 0.586 0.750 4.061
H -1.512 -0.458 -1.263
H -1.118 -0.480 -4.056
O -0.193 1.113 -2.855
O -0.226 -4.193 -0.187
H 3.127 -0.429 2.084
H -1.092 -4.122 -0.592
H -0.572 -1.912 -3.709
C 1.982 0.440 0.492
H -1.151 3.373 0.116
H 2.172 -1.637 1.305
H -0.289 1.898 -2.305

Partial atomic charges computed with the Mulliken method, in multiples of e: 0.294, -0.983, 0.453, 0.264, 0.317, -0.632, 0.332, 0.306, 0.246, -0.874, -0.668, 0.319, 0.338, -0.605, 0.295, 0.940, 0.301, 0.273, 0.334, 0.353, -1.544, 0.277, -0.245, 0.440, 0.250, -0.557, -0.668, -0.626, -0.707, 0.596, -0.668, -0.615, 0.255, 0.318, 0.162, 0.304, -0.653, -0.639, 0.307, 0.349, 0.287, 0.633, 0.327, 0.462, 0.351

---

No. 6
Formula: C5H28NO9
Source: the Open Molecules 2025 dataset
Level of theory: wB97M-V/def2-TZVPD

As for the energy above the lowest of the compared OMol25 structures with the same formula, charge and spin: 55.0 kJ/mol. Its expectation value of S² is 0.75. As for the largest force on an atom: 0.064 hartree/bohr. As for the charge: 0. The multiplicity is 2.

Element x y z (Å)
O 4.296 -0.952 -1.168
H -1.575 -1.333 1.435
H -1.146 -2.694 -0.452
H -2.602 2.484 -0.331
H 0.776 0.943 -0.059
O 1.763 -1.398 -0.811
H -0.288 0.519 -2.710
O 0.967 1.824 -3.551
C -0.552 -1.790 -0.301
H -1.857 -1.519 4.480
H -3.045 -2.568 -3.190
O 2.617 1.178 -1.117
H -0.741 4.279 1.739
O -2.117 1.884 -0.923
H 0.133 1.267 3.356
H 3.965 -1.768 -1.556
H 4.275 -1.079 -0.215
H -0.109 -2.196 1.783
H -1.098 -1.110 -0.999
H -1.889 -1.613 -2.862
H 0.800 -0.253 3.675
H -2.675 -1.854 3.282
H -1.627 0.192 -3.249
O -2.121 -2.566 -2.915
C -0.523 -1.363 1.186
C 0.196 -0.106 1.577
H 0.575 4.192 2.396
H 1.273 -0.307 1.254
H 1.724 1.435 -3.097
H -2.606 1.057 -1.083
O -2.556 -1.136 3.920
O -0.177 3.606 2.164
C 0.825 -2.170 -0.808
O -0.958 -0.221 -2.679
H 3.574 1.329 -1.120
H 0.680 2.589 -3.043
H -0.907 0.948 0.120
H -1.052 0.050 3.293
H -0.001 1.997 1.030
N 0.020 1.048 0.609
H 2.692 0.191 -1.070
H 1.062 -3.251 -1.035
C 0.007 0.235 3.043

Partial atomic charges computed with the Mulliken method, in multiples of e: -0.670, 0.411, 0.453, 0.290, 0.379, -0.347, 0.077, -0.803, 0.647, 0.339, 0.297, -0.628, 0.263, -0.957, 0.357, 0.299, 0.332, 0.416, -0.633, 0.378, 0.397, 0.317, 0.384, -0.696, -1.140, 0.880, 0.356, 0.013, 0.333, 0.256, -0.636, -0.750, -0.359, -0.661, 0.275, 0.344, -0.128, 0.470, 0.308, 0.039, 0.539, 0.323, -1.758

---

- Which value of largest force on an atom does entry 1 give?
  0.153 hartree/bohr

---

- The lowest energy above the lowest of the compared OMol25 structures with the same formula, charge and spin belongs to which entry?
  C5H28NO11

---

- What is the charge in the fifth record?
  0